Entry from the OMol25 dataset: a structure of composition C2H3F4NO4S2Zn (ωB97M-V/def2-TZVPD).

Properties
LUMO energy, eV: -0.6216
Frontier orbital gap, Ha: 0.3643
Total energy, eV: -92760.4683
Net charge: 0
Highest occupied orbital energy, Eh: -0.387

Last column: Mulliken charge in e.
Cartesian coordinates (Å):
N: 0.26564 0.48528 0.73573  -0.213
S: 1.71691 1.69798 0.35065  0.714
O: 2.12960 1.15322 -1.02479  -0.462
O: 2.68794 1.25371 1.36664  -0.504
S: -0.87556 0.66890 -0.38169  1.253
O: -0.54841 -0.05563 -1.65152  -0.588
O: -1.22361 2.06916 -0.54294  -0.572
C: -2.39862 -0.23307 0.24484  0.566
F: -2.26197 -1.52924 0.07586  -0.170
F: -2.55886 0.05097 1.51748  -0.205
F: -3.42178 0.20798 -0.45333  -0.188
Zn: 1.22536 0.13838 -2.33626  0.823
F: 2.00942 -1.30912 -2.87319  -0.631
C: 0.71689 -0.90271 1.12949  -0.796
H: 1.37090 -1.44428 0.43536  0.333
H: -0.15899 -1.51144 1.37884  0.320
H: 1.32514 -0.74010 2.02884  0.321